{
  "formula": "C4H7ClS",
  "method": "ωB97M-V/def2-TZVPD",
  "symbols": ["C", "C", "S", "H", "H", "H", "H", "C", "C", "Cl", "H", "H", "H"],
  "positions_angstrom": [[0.35377, -0.97571, -2.59125], [0.85664, -1.78753, -1.45800], [-0.53423, -0.71474, -1.04101], [-0.20452, -1.48319, -3.37800], [0.96000, -0.14040, -2.93100], [0.64434, -2.85353, -1.45912], [1.80912, -1.51429, -1.01873], [0.06289, -0.38437, 2.35015], [0.52611, 0.78888, 1.95009], [-0.39593, 1.89243, 0.98192], [-0.93454, -0.73067, 2.09345], [0.69085, -1.02966, 2.95655], [1.51672, 1.16854, 2.19426]],
  "orbital_gap_ev": 9.66,
  "lumo_ev": 1.1,
  "relative_energy_kcal_mol": 25.6,
  "e_tot_ha": -1014.92812,
  "charge": 0,
  "max_force_ev_per_a": 0.33
}


{
  "formula": "C23H23BrClN3O3",
  "method": "ωB97M-V/def2-TZVPD",
  "symbols": ["C", "O", "C", "C", "C", "C", "C", "C", "C", "O", "N", "C", "C", "C", "N", "C", "N", "C", "C", "C", "C", "C", "O", "C", "C", "C", "C", "Cl", "C", "C", "Br", "H", "H", "H", "H", "H", "H", "H", "H", "H", "H", "H", "H", "H", "H", "H", "H", "H", "H", "H", "H", "H", "H", "H"],
  "positions_angstrom": [[0.76559, -3.07202, -3.07882], [0.67550, -1.67395, -2.93840], [1.04781, -1.10818, -1.76537], [1.65995, -1.78229, -0.71285], [2.03156, -1.10450, 0.43079], [1.80429, 0.26437, 0.57091], [2.18581, 1.01960, 1.74515], [2.78806, 0.56888, 2.85165], [3.10993, 1.50175, 3.95070], [2.86945, 2.69558, 3.91106], [3.73447, 0.91720, 5.00542], [4.04673, 1.64456, 6.22133], [3.10940, 1.28724, 7.32761], [1.88598, 1.86214, 7.60548], [1.36700, 1.20022, 8.65607], [0.11754, 1.44129, 9.31683], [2.17703, 0.23037, 9.07330], [3.23836, 0.25645, 8.28403], [4.36556, -0.69859, 8.45993], [1.16905, 0.92793, -0.48426], [0.79646, 0.26920, -1.63512], [0.07909, 0.96867, -2.75786], [-1.17586, 0.32665, -2.90929], [-1.82365, 0.39811, -4.08494], [-1.60151, 1.34062, -5.08458], [-2.35324, 1.32712, -6.24748], [-3.33978, 0.37240, -6.42489], [-4.27843, 0.35826, -7.87503], [-3.58302, -0.58215, -5.44723], [-2.82097, -0.56011, -4.29908], [-3.08201, -1.86080, -2.95300], [0.17278, -3.58612, -2.31710], [0.35474, -3.29552, -4.06217], [1.80436, -3.41488, -3.03497], [1.85205, -2.84136, -0.78022], [2.50708, -1.65559, 1.22692], [1.95903, 2.07913, 1.72160], [3.06084, -0.46742, 2.98696], [3.81491, -0.08637, 5.04045], [3.95110, 2.70410, 5.97269], [5.07970, 1.42594, 6.51066], [1.37675, 2.67616, 7.13080], [-0.71300, 1.35160, 8.61415], [0.01099, 0.69606, 10.10224], [0.10120, 2.43921, 9.75989], [4.45007, -1.36082, 7.59845], [4.19064, -1.29892, 9.34778], [5.30677, -0.16153, 8.57029], [0.96522, 1.98505, -0.39245], [0.65882, 0.87198, -3.68549], [-0.06265, 2.03155, -2.52481], [-0.84563, 2.09868, -4.95422], [-2.17239, 2.06388, -7.01365], [-4.34506, -1.33276, -5.58437]],
  "orbital_gap_ev": 8.52,
  "lumo_ev": 0.3,
  "e_tot_ha": -4314.42597,
  "charge": 0,
  "max_force_ev_per_a": 0.81
}


{
  "formula": "C14H24GeN2OSe4TeTi",
  "method": "ωB97M-V/def2-TZVPD",
  "symbols": ["Ti", "Se", "Se", "Te", "Se", "Se", "C", "N", "C", "C", "C", "C", "Ge", "C", "C", "C", "C", "H", "H", "H", "H", "H", "H", "H", "H", "H", "H", "H", "H", "H", "H", "H", "H", "H", "H", "H", "O", "N", "C", "C", "C", "C", "C", "H", "H", "H", "H", "H"],
  "positions_angstrom": [[2.90252, -0.13559, -0.54404], [5.18318, -0.81666, 0.46401], [5.00992, -0.96430, -1.87852], [4.43243, 1.45674, -2.36462], [1.98052, 1.68391, 1.00657], [-0.73087, -1.89060, -3.51576], [0.60328, -1.21715, -2.56750], [1.46940, -0.74387, -1.94685], [-2.27051, 2.11930, -4.20291], [-1.73447, 3.29954, -3.39962], [-1.55308, 2.99070, -1.91278], [-0.48120, 1.94007, -1.63448], [-0.25828, 1.55311, 0.28433], [-0.98214, -0.23434, 0.67570], [-2.47158, -0.41122, 0.37626], [-3.39770, 0.53740, 1.13710], [-3.21187, 0.48456, 2.64934], [-2.43388, 2.39496, -5.24676], [-3.22457, 1.77566, -3.79359], [-1.58618, 1.27062, -4.18717], [-2.41502, 4.15100, -3.50729], [-0.77139, 3.61666, -3.81270], [-2.51665, 2.66060, -1.50245], [-1.30402, 3.91568, -1.38269], [0.48434, 2.26176, -2.03296], [-0.72423, 0.99545, -2.12462], [-1.00528, 2.69483, 1.01934], [-0.73773, -0.50202, 1.70699], [-0.40142, -0.90549, 0.03912], [-2.76299, -1.44512, 0.59704], [-2.63310, -0.28328, -0.69875], [-4.43484, 0.29166, 0.88934], [-3.23579, 1.56345, 0.79203], [-3.30213, -0.54179, 3.01625], [-3.95879, 1.09258, 3.16327], [-2.22751, 0.85517, 2.93982], [2.06372, -1.91527, 0.36684], [2.46822, -2.42498, 1.50064], [2.60799, -1.64532, 2.58699], [3.03953, -2.19206, 3.77687], [3.33884, -3.54149, 3.85297], [3.19254, -4.31677, 2.71235], [2.75899, -3.73577, 1.54325], [2.35122, -0.60275, 2.43175], [3.14428, -1.54088, 4.63283], [3.68596, -3.98051, 4.77776], [3.42226, -5.37243, 2.71570], [2.62805, -4.24574, 0.60161]],
  "s_squared": 0.76,
  "orbital_gap_ev": [6.09, 6.28],
  "lumo_ev": [1.9, 2.0],
  "relative_energy_kcal_mol": 0.0,
  "e_tot_ha": -13532.92171,
  "charge": -1,
  "max_force_ev_per_a": 0.37,
  "multiplicity": 2
}


{
  "formula": "C6H3N4",
  "method": "ωB97M-V/def2-TZVPD",
  "symbols": ["C", "C", "C", "C", "C", "C", "N", "N", "N", "N", "H", "H", "H"],
  "positions_angstrom": [[0.35560, 2.06252, 0.00594], [-0.02482, -2.34221, -0.03534], [-2.58976, 0.11576, -0.06476], [-0.20410, -0.88991, -0.17321], [-1.32445, -0.32685, -0.03668], [1.22625, -0.16225, -0.19550], [0.25727, -3.44702, 0.02530], [-3.66345, 0.50076, 0.10643], [-0.55426, 2.69830, -0.25477], [1.32813, 1.20028, 0.31596], [1.99696, -0.58088, 0.44408], [1.35269, -0.04067, -1.33321], [1.84393, 1.21218, 1.19576]],
  "orbital_gap_ev": [6.35, 6.34],
  "lumo_ev": [-9.0, -9.0],
  "relative_energy_kcal_mol": 22.3,
  "e_tot_ha": -448.94334,
  "charge": 1,
  "max_force_ev_per_a": 3.52
}